Below is one molecule with the formula C3H4N2O2, with properties calculated with ωB97M-V/def2-TZVPD.

Structure (ORCA input):
```
! wB97M-V def2-TZVPD RIJCOSX def2/J DEFGRID3
* xyz 0 1
N 1.4875 -0.5645 -1.0024
C 0.4481 -0.2542 -0.1276
C 0.0030 -0.8731 0.9733
O -1.0977 -0.1851 1.4753
C -1.3263 0.9074 0.6949
O -2.1996 1.7187 0.8650
N -0.3755 0.8585 -0.3062
H 1.5315 0.0539 -1.8004
H 1.4476 -1.5228 -1.3251
H 0.2997 -1.7774 1.4794
H -0.2183 1.6386 -0.9262
*
```

Total energy = -376.7165 hartree
Energy relative to the best compared isomer or geometry (same formula, charge and spin) = 124.14 kJ/mol
E_LUMO = 0.56 eV
Structure (SMILES) = Nc1coc(=O)[nH]1